This record from OMol25 describes a molecular structure, C3H5O4Pr at a distorted geometry. The level of theory is wB97M-V/def2-TZVPD.

The expectation value of S² is 2.006. Its HOMO-LUMO gap (alpha / beta) is 6.576 / 8.157 eV. The calculation puts the highest occupied orbital energy (alpha / beta) at -0.6734 / -0.6735 hartree. The value obtained for the strongest force on any atom is 0.0967 Eh/bohr. Its spin multiplicity is 3. Its charge is +2.

Last column: Löwdin spin population.
Cartesian coordinates (Å):
O  -0.1298  -0.7621  0.3347  0.0001
C  0.3343  0.4493  0.4946  -0.0001
C  -1.5695  -0.7341  0.2383  0.0000
O  1.4802  0.6747  0.8884  -0.0050
O  -0.5936  1.3666  0.5126  -0.0003
C  -1.8900  0.7641  0.3095  -0.0001
Pr  3.9313  -0.0397  0.3807  2.0476
H  -1.9687  -1.3049  1.0825  0.0000
H  -1.8592  -1.1987  -0.7085  0.0000
H  -2.5288  1.0345  1.1545  0.0000
H  -2.2996  1.1641  -0.6232  0.0000
O  3.6951  -0.9161  -1.6282  -0.0421
H  3.3982  -0.4977  -2.4358  -0.0001

=====

This record from OMol25 describes a molecular structure, H21O11 at a distorted geometry. The level of theory is wB97M-V/def2-TZVPD.

Its HOMO-LUMO gap is 8.893 eV. The calculation puts the highest occupied orbital energy at -0.2311 hartree. The value obtained for the strongest force on any atom is 0.2239 Eh/bohr. Its charge is -1.

Last column: natural (NBO) charge in e.
Cartesian coordinates (Å):
O  -0.0735  3.1483  -1.8523  -0.9629
H  0.8543  2.7108  -1.8741  0.4602
H  0.6914  -0.1027  -1.0744  0.4351
O  -0.1155  0.4168  -1.2967  -1.1765
H  -1.4867  -1.7347  0.7114  0.5102
H  -1.4052  -0.0009  -2.9580  0.4888
O  2.4975  0.4418  -3.5659  -0.9246
H  -2.2746  -3.0452  0.6436  0.4561
H  -0.8916  2.0388  3.8928  0.4446
O  2.9915  -1.0114  0.9081  -0.9528
H  -0.7492  1.1377  2.4456  0.5022
H  -0.0730  0.3662  -0.0212  0.5015
O  -2.6421  3.3131  1.2741  -0.9914
H  0.5180  -0.6308  3.7944  0.4472
H  -0.5614  2.3022  -1.9125  0.4955
O  -1.4666  1.5803  3.1311  -1.0156
H  -0.8421  -0.4134  3.8129  0.4841
H  -0.9180  -1.3915  -2.7753  0.4720
O  -1.4334  -0.8679  -3.3369  -0.9633
H  1.8663  0.8466  -3.1227  0.4626
O  -1.3719  -2.7990  0.4814  -0.9767
H  2.0308  0.1923  -4.3267  0.4605
H  2.2675  -3.0677  -1.6270  0.4651
O  1.4356  -3.5508  -1.5119  -0.9499
H  0.7790  -2.9073  -1.2892  0.4843
H  0.2572  -0.2617  1.5033  0.4375
O  -0.2561  -0.8573  4.3627  -0.9372
H  -3.5945  3.2456  1.2007  0.4854
H  3.3563  -0.3436  1.4053  0.4886
O  -0.5240  0.2706  1.1356  -1.1013
H  -1.9876  2.7974  0.9144  0.5057
H  3.1216  -1.8227  0.9273  0.4650

=====

This record from OMol25 describes a molecular structure, C4H7N3O at a distorted geometry. The level of theory is wB97M-V/def2-TZVPD.

Its HOMO-LUMO gap (alpha / beta) is 7.622 / 7.623 eV. The calculation puts the highest occupied orbital energy (alpha / beta) at -0.2586 / -0.2587 hartree. The value obtained for the strongest force on any atom is 0.0326 Eh/bohr.

Last column: natural (NBO) charge in e.
Cartesian coordinates (Å):
C  -0.3385  0.5621  -0.6998  0.1706
C  0.7089  -0.1018  0.4123  0.3330
N  1.5939  0.5419  1.2457  -0.7914
N  -0.9125  -1.9694  0.4398  -0.7805
C  -0.5542  -0.6875  0.7782  0.0284
C  -1.1122  1.5299  -1.1719  -0.5510
N  0.8344  -0.1328  -0.9993  -0.0516
O  1.8655  0.3173  -1.6587  -0.6391
H  1.8941  -0.0050  2.0389  0.3997
H  2.3653  0.9350  0.7134  0.4210
H  -1.8991  -2.1801  0.4660  0.3886
H  -0.4529  -2.3397  -0.3817  0.4002
H  -1.0809  -0.2583  1.6251  0.2243
H  -1.9928  1.8635  -0.6475  0.2153
H  -0.9189  1.9251  -2.1605  0.2327